Entry 1:
61
Properties=species:S:1:pos:R:3 method="wB97M-V/def2-TZVPD" e_above_lowest_kj_mol=205.2 charge=+1 homo_lumo_gap_ha="0.183 / 0.186"
Au -0.0886 0.1066 0.2403
C 3.6557 -5.0004 -2.3733
Si 3.0394 -3.3262 -3.0455
C 2.7018 -3.4128 -4.9226
C 4.2984 -1.9500 -2.6800
C 1.2764 -3.0876 -2.3278
C 0.2861 -4.0239 -2.6020
C -1.0040 -3.8762 -2.1116
C -1.2976 -2.7429 -1.3721
N -0.3774 -1.8309 -1.1155
C 0.8756 -1.9993 -1.5481
S 1.9471 -0.7638 -1.0002
H 4.6085 -5.2506 -2.8307
H 2.9623 -5.8051 -2.5995
H 3.8020 -4.9805 -1.2959
H 3.6224 -3.6196 -5.4594
H 2.2986 -2.4757 -5.2983
H 1.9940 -4.2002 -5.1635
H 5.2217 -2.1510 -3.2162
H 4.5469 -1.8770 -1.6253
H 3.9479 -0.9719 -2.9979
H 0.5256 -4.8895 -3.1993
H -1.7682 -4.6113 -2.3108
H -2.2876 -2.5547 -0.9847
C -0.5455 4.8906 -1.3617
Si 0.2358 3.3044 -0.6466
C 1.6734 2.8086 -1.7980
C 0.8596 3.6321 1.1210
C -1.0281 1.8721 -0.6473
Si -2.7130 2.0758 0.2316
C -3.8229 3.4231 -0.5342
C -2.5034 2.4031 2.0946
C -3.5775 0.3915 -0.0475
H 0.2246 5.6479 -1.4736
H -1.3142 5.2972 -0.7159
H -0.9842 4.7198 -2.3388
H 2.3598 3.6400 -1.9221
H 1.3100 2.5348 -2.7830
H 2.2332 1.9674 -1.4034
H 1.6442 4.3818 1.1238
H 1.2630 2.7311 1.5716
H 0.0653 3.9937 1.7642
H -1.2033 1.5424 -1.6700
H -3.4593 4.4235 -0.3291
H -4.8221 3.3469 -0.1141
H -3.9100 3.3156 -1.6104
H -2.1504 3.4099 2.2898
H -1.7991 1.7097 2.5423
H -3.4507 2.2928 2.6134
H -3.7021 0.1939 -1.1069
H -4.5611 0.3868 0.4097
H -3.0011 -0.4218 0.3820
N 0.7717 0.0599 4.5717
C -0.4526 -0.5373 4.6202
C -0.8429 -0.7029 3.3254
N 0.1279 -0.2153 2.5027
C 1.0856 0.2365 3.2799
H 1.3336 0.3192 5.3674
H -0.9377 -0.7897 5.5399
H -1.7345 -1.1419 2.9313
H 2.0012 0.6700 2.9332

=====

Entry 2:
34
Properties=species:S:1:pos:R:3 method="wB97M-V/def2-TZVPD" multiplicity=3 e_above_lowest_kj_mol=0.0 charge=-2 homo_lumo_gap_ha="0.168 / 0.168"
C -2.2155 -0.9910 -0.5725
C -1.9978 -1.4888 0.7553
C -2.0280 -0.3888 1.6529
H -1.9014 -2.5421 1.0245
C -2.2272 0.8036 0.9007
C -2.3669 0.4404 -0.4852
H -2.5500 1.1110 -1.3252
H -2.2689 -1.5833 -1.4830
H -1.9699 -0.4558 2.7431
H -2.3413 1.8133 1.3055
Pd -0.2708 -0.0250 -0.0322
Br 0.8916 -1.1918 -1.8512
C 2.4425 0.5377 -4.6007
C 1.3394 1.3337 -5.0366
C 0.3409 0.4515 -5.5624
H 1.2806 2.4176 -4.9972
C 0.8326 -0.8848 -5.4498
C 2.1305 -0.8321 -4.8565
H 2.7613 -1.6842 -4.6266
H 3.3643 0.8999 -4.1558
H -0.6124 0.7448 -5.9938
H 0.3205 -1.7897 -5.7642
S 1.6330 0.7738 1.2618
C 1.0776 0.4985 2.8284
C 1.4623 -0.6671 3.5188
C 0.9561 -0.9029 4.7852
C 0.0649 0.0350 5.3541
C -0.3182 1.2041 4.6598
C 0.1983 1.4308 3.3992
H 2.1378 -1.3491 3.0025
H 1.2511 -1.8149 5.3372
H -0.3361 -0.1437 6.3625
H -1.0152 1.9373 5.1034
H -0.0655 2.3022 2.7978

=====

Entry 3:
23
Properties=species:S:1:pos:R:3 method="wB97M-V/def2-TZVPD" e_above_lowest_kj_mol=94.6 charge=0 homo_lumo_gap_ha=0.340 smiles=C[C@@H](N)CCS.O.O
C -1.2330 2.3112 0.6111
C -0.7525 0.9717 1.2024
C -1.3982 -0.2589 0.5198
C -0.8514 -1.5419 1.1086
S -0.5067 -2.6862 -0.3043
N -0.8628 1.0419 2.6546
H -0.4343 3.0487 0.8071
H -2.2143 2.5878 1.0193
H -1.2623 2.1125 -0.4937
H 0.3214 0.9007 1.0085
H -2.4658 -0.1761 0.6622
H -1.3416 -0.2307 -0.5737
H 0.0619 -1.4068 1.6884
H -1.5272 -1.9341 1.8953
H -1.6516 -2.3734 -0.8911
H -0.0981 1.2084 3.2694
H -1.7712 0.7941 2.9914
H 2.3936 -1.2495 -2.5640
H 3.2128 -0.4491 -1.4748
O 3.0316 -0.5476 -2.4120
H 2.1256 1.8581 -2.0708
H 2.9798 3.0779 -1.8464
O 2.1875 2.8107 -2.3373

=====

Entry 4:
9
Properties=species:S:1:pos:R:3 method="wB97M-V/def2-TZVPD" multiplicity=5 charge=-1 homo_lumo_gap_ha="0.215 / 0.166"
C 0.0239 -0.6250 -0.0051
C -1.0078 0.4972 0.0405
H -0.0709 -1.2706 0.8900
H 0.0094 -1.1142 -0.9984
H -1.6348 0.4159 0.9415
H -1.6219 0.5274 -0.8723
Cr 3.0321 0.1340 -0.3187
O 1.2152 0.1637 0.1354
H 0.0548 1.2716 0.1872

=====

Entry 5:
19
Properties=species:S:1:pos:R:3 method="wB97M-V/def2-TZVPD" multiplicity=2 e_above_lowest_kj_mol=68.1 charge=+1 homo_lumo_gap_ha="0.373 / 0.250"
C -0.4489 -0.5110 1.1025
C 0.1454 0.7281 0.5663
C -0.4046 1.4600 -0.4831
C -1.5904 1.1536 -1.2288
C -1.7490 0.0343 -1.9625
C 1.4669 1.1021 1.1085
H -1.3593 -0.7533 0.5587
H -0.7966 -0.4436 2.1416
H 0.2463 -1.3520 1.1083
H -0.0623 2.4890 -0.6004
H -2.3723 1.9011 -1.1953
H -0.9987 -0.7420 -2.0844
H -2.6655 -0.1413 -2.5154
H 1.7157 2.1358 0.9161
H 2.2368 0.4770 0.6447
H 1.5777 0.9130 2.1791
H 1.1128 -3.1081 -0.5550
H 1.9379 -2.4613 0.5863
O 2.0081 -2.8813 -0.2871

=====

Entry 6:
72
Properties=species:S:1:pos:R:3 method="wB97M-V/def2-TZVPD" e_above_lowest_kj_mol=6.6 charge=0 homo_lumo_gap_ha=0.334 smiles="CCCN(CCC)C(=O)Cn1c(=O)n(CCCCC(=O)NC2CCCC2)c(=O)c2ccccc21"
C 0.2953 -0.6659 2.5640
C -0.0392 0.8010 2.8087
H -0.4950 0.9139 3.7939
C 1.2086 1.6887 2.7726
N 1.9474 1.5391 1.5295
C 3.1545 0.9518 1.5760
O 3.6970 0.6266 2.6204
C 3.8535 0.6300 0.2409
N 3.1449 -0.4012 -0.5030
C 2.9429 -1.6580 0.0418
C 3.5479 -2.0656 1.2338
C 3.3085 -3.3283 1.7345
C 2.4671 -4.2181 1.0763
C 1.8713 -3.8319 -0.1017
C 2.1079 -2.5616 -0.6296
C 1.4593 -2.1852 -1.8811
O 0.6280 -2.8617 -2.4524
N 1.8745 -0.9675 -2.3992
C 2.7230 -0.0771 -1.7734
O 3.0470 0.9640 -2.3102
C 1.2806 -0.5211 -3.6539
H 2.0814 -0.1786 -4.3124
C 0.2730 0.6098 -3.4303
H -0.2558 0.7870 -4.3680
C -0.7219 0.2767 -2.3210
C -1.7180 1.4175 -2.0834
C -2.3280 1.2504 -0.7035
O -1.9428 1.8833 0.2626
N -3.2901 0.3128 -0.6313
H -3.5264 -0.2153 -1.4566
C -3.9088 -0.1037 0.6088
C -5.4477 -0.0807 0.4972
C -5.9195 -1.4930 0.8561
H -6.8327 -1.7679 0.3308
H -6.1076 -1.5632 1.9282
C -4.7353 -2.3819 0.4877
H -4.7807 -3.3599 0.9636
H -4.6956 -2.5287 -0.5931
C -3.5397 -1.5581 0.9572
H -3.4261 -1.6562 2.0369
H -2.6034 -1.8559 0.4867
H -5.8869 0.6725 1.1481
H -5.7290 0.1632 -0.5285
H -3.5403 0.5937 1.3644
H -1.1876 2.3703 -2.1023
H -2.4884 1.4277 -2.8552
H -0.1765 0.1046 -1.3889
H -1.2494 -0.6478 -2.5663
H 0.8148 1.5201 -3.1692
H 0.7897 -1.3957 -4.0838
H 1.2146 -4.4885 -0.6516
H 2.2867 -5.2002 1.4844
H 3.7871 -3.6240 2.6559
H 4.1914 -1.4007 1.7831
H 4.8668 0.2933 0.4787
H 3.9203 1.5058 -0.4068
C 1.3871 2.2100 0.3745
H 1.6465 1.6838 -0.5404
H 0.2992 2.2022 0.4697
C 1.8738 3.6596 0.2613
C 1.3236 4.3056 -1.0028
H 1.6747 3.7691 -1.8819
H 1.6502 5.3396 -1.0783
H 0.2360 4.2868 -0.9902
H 2.9659 3.6783 0.2402
H 1.5482 4.2252 1.1360
H 1.8866 1.4078 3.5811
H 0.9203 2.7356 2.8970
H -0.7631 1.1416 2.0669
H -0.5834 -1.2879 2.7165
H 1.0795 -0.9992 3.2402
H 0.6428 -0.8189 1.5441

=====

Entry 7:
37
Properties=species:S:1:pos:R:3 method="wB97M-V/def2-TZVPD" charge=+3 homo_lumo_gap_ha=0.178
V 0.3504 0.1325 0.4327
O -4.9240 2.5371 -0.1408
C -4.3896 2.7665 1.0475
O -4.9336 3.3892 1.9004
C -3.0379 2.1330 1.3748
C -2.4627 2.1409 2.6998
Cl -3.1708 2.7392 4.0620
N -1.2493 1.5534 2.6613
N -0.9898 1.1386 1.3812
C -2.0982 1.5057 0.6326
C -1.9984 1.1051 -0.7723
O -2.6724 1.2026 -1.7084
O -0.6720 0.3969 -0.8616
C -0.2547 1.3048 3.6855
C 0.8673 0.5776 3.3174
C 1.8685 0.2458 4.2045
C 1.7471 0.6777 5.5223
C 0.6452 1.4237 5.9010
C -0.3639 1.7459 4.9979
H -4.4066 1.9844 -0.7397
H 1.0144 0.2227 2.2862
H 2.7196 -0.3406 3.8879
H 2.5132 0.4296 6.2447
H 0.5498 1.7674 6.9221
H -1.1945 2.3278 5.3518
C 4.0285 2.5007 -2.2271
N 4.0346 1.8103 -0.8668
C 5.3397 1.6130 -0.1065
C 2.9607 1.3793 -0.3934
N 1.9387 0.9672 0.0626
H 5.0197 2.9267 -2.3406
H 3.2755 3.2832 -2.2086
H 3.8393 1.7458 -2.9857
H 6.0865 2.1693 -0.6628
H 5.5717 0.5514 -0.1019
H 5.2170 2.0274 0.8900
Br 0.5558 -2.0420 0.7492

=====

Entry 8:
87
Properties=species:S:1:pos:R:3 method="wB97M-V/def2-TZVPD" e_above_lowest_kj_mol=0.0 charge=+1 homo_lumo_gap_ha=0.329
C -1.5200 -1.0767 3.1599
C -1.7323 -2.2187 2.1545
C -0.3857 -2.6120 1.5483
C -0.4856 -3.9405 0.8177
N 0.7204 -4.1704 -0.0444
C 0.5765 -3.7641 -1.3419
N 0.9742 -2.5875 -1.8298
C 0.6884 -2.6278 -3.1397
N 0.9518 -1.6473 -3.9731
N 0.6384 -1.6777 -5.3463
N 0.0911 -3.8052 -3.4680
N 0.0472 -4.5327 -2.3123
H -2.4573 -0.5645 3.3311
H -0.7895 -0.4001 2.7353
H -1.1314 -1.5006 4.0712
H -2.1411 -3.1021 2.6389
H -2.3736 -1.9315 1.3236
H 0.3285 -2.7874 2.3436
H 0.0018 -1.8410 0.8903
H -0.4766 -4.7198 1.5699
H -1.4162 -4.0445 0.2679
H 1.4688 -3.5917 0.3375
H 1.3794 -0.8282 -3.5833
H 1.3275 -1.1451 -5.8619
H 0.6755 -2.6289 -5.6783
H -0.2353 -4.1230 -4.3597
H -0.3177 -5.4636 -2.2149
C -2.4320 -0.3694 7.1810
C -1.1836 0.3726 6.7713
O -0.4032 -0.0840 5.9453
N -0.9543 1.5777 7.3479
C -1.7653 2.2708 8.3340
H -2.4761 -1.3055 6.6340
H -2.4171 -0.5858 8.2496
H -3.3217 0.2142 6.9439
H -0.1082 2.0228 7.0308
H -2.0872 3.2354 7.9397
H -1.1833 2.4421 9.2404
H -2.6434 1.6891 8.5891
C 2.8309 1.0778 -8.0743
C 3.7165 0.4640 -7.0151
O 3.8261 -0.7529 -6.8852
N 4.3889 1.3105 -6.2043
C 4.3758 2.7700 -6.2156
H 2.3691 0.2793 -8.6474
H 2.0480 1.6863 -7.6197
H 3.4157 1.7000 -8.7507
H 4.9698 0.8421 -5.5268
H 5.3843 3.1414 -6.3941
H 4.0355 3.1380 -5.2490
H 3.7210 3.1598 -6.9825
C 3.5122 -0.0813 1.9924
C 2.9331 -1.3711 2.5206
O 2.7380 -2.3379 1.7897
N 2.6291 -1.4244 3.8341
C 2.7844 -0.3849 4.8403
H 3.7001 -0.1952 0.9293
H 2.8133 0.7422 2.1422
H 4.4524 0.1510 2.4922
H 2.2455 -2.3094 4.1256
H 3.4511 -0.7349 5.6299
H 1.8130 -0.1482 5.2750
H 3.2049 0.5137 4.4027
C 1.3121 5.5220 -5.0538
C 2.5888 6.1687 -5.5401
O 3.3443 5.6063 -6.3191
N 2.8716 7.4115 -5.0795
C 2.0996 8.2304 -4.1610
H 1.2262 4.5400 -5.5089
H 1.3263 5.4086 -3.9692
H 0.4451 6.1173 -5.3403
H 3.7335 7.7873 -5.4424
H 1.8170 9.1661 -4.6446
H 2.6962 8.4625 -3.2778
H 1.1988 7.7159 -3.8469
C -7.4090 -2.4815 3.6021
C -6.1291 -1.9430 3.0095
O -5.4059 -1.1694 3.6136
N -5.7949 -2.3556 1.7561
C -6.5155 -3.2682 0.8879
H -7.5323 -2.0634 4.5956
H -8.2664 -2.1960 2.9918
H -7.3703 -3.5685 3.6804
H -4.9313 -1.9573 1.4245
H -5.8891 -4.1297 0.6479
H -6.7838 -2.7659 -0.0432
H -7.4222 -3.6213 1.3651

=====

Entry 9:
18
Properties=species:S:1:pos:R:3 method="wB97M-V/def2-TZVPD" e_above_lowest_kj_mol=295.7 charge=0 homo_lumo_gap_ha=0.317
C 1.3251 -2.0539 -0.8750
C 1.0576 -1.9021 0.6132
C -2.4624 0.8750 -0.2656
C 1.0696 1.3209 0.8447
C -1.9556 1.6284 -1.2080
Si 1.0901 -0.4463 1.5369
H 2.2026 -1.4755 -1.1771
H 0.4634 -1.7878 -1.5132
H 1.1507 -2.8596 1.0029
H 1.4680 -3.1620 -1.0588
H -2.5245 1.1535 0.7571
H -2.9311 0.0113 -0.5882
H 1.6144 2.2398 1.1914
H 1.1780 1.2372 -0.2233
H 0.0232 1.6209 1.1608
H -1.6175 2.5452 -0.9063
H -1.8187 1.5237 -2.2522
H 0.6672 -0.4686 2.9607

=====

Entry 10:
67
Properties=species:S:1:pos:R:3 method="wB97M-V/def2-TZVPD" multiplicity=4 e_above_lowest_kj_mol=101.9 charge=+1 homo_lumo_gap_ha="0.257 / 0.240"
Tc -0.7348 1.1983 0.3811
F -3.3241 0.3788 1.0039
C -2.7472 0.3002 2.2431
C -1.4122 0.6900 2.2839
C -0.7959 0.5639 3.5248
F 0.5050 0.8787 3.6237
C -1.4645 0.0782 4.6436
F -0.8251 -0.0799 5.8018
C -2.8089 -0.2838 4.5472
F -3.4410 -0.7623 5.6135
C -3.4738 -0.1592 3.3256
F -4.7561 -0.4978 3.1970
Cl -2.0939 3.1130 0.1506
C -0.8510 4.3167 0.1072
C -1.0548 5.5904 -0.3524
C 0.0246 6.4708 -0.3666
C 1.2621 6.0683 0.1212
C 1.4681 4.7854 0.5866
Cl 2.9936 4.2894 1.1854
C 0.4191 3.8179 0.5428
N 0.5530 2.5448 0.7832
H -2.0313 5.8889 -0.6993
H -0.1048 7.4680 -0.7525
H 2.0895 6.7597 0.1376
I -2.7798 0.3529 -5.1391
C -1.2746 1.2095 -3.9445
C -0.2317 1.9387 -4.5011
C 0.7475 2.4298 -3.6544
C 0.6525 2.1816 -2.2971
N -0.3683 1.5093 -1.7633
C -1.3101 1.0317 -2.5718
H -0.1936 2.1203 -5.5622
H 1.5776 2.9938 -4.0445
H 1.4023 2.5325 -1.6041
H -2.1280 0.4821 -2.1188
C 4.3915 -2.8668 2.3323
C 3.3723 -2.3566 3.1212
C 2.2736 -1.7551 2.5294
C 2.1878 -1.6704 1.1439
C 3.2144 -2.1751 0.3544
C 4.3164 -2.7630 0.9529
As 0.5729 -0.9101 0.3346
C -0.6815 -2.3741 0.5588
C -1.2346 -2.8191 1.7467
C -2.1187 -3.8874 1.7300
C -2.4701 -4.4746 0.5245
C -1.9278 -4.0283 -0.6692
C -1.0103 -2.9835 -0.6661
C -0.2876 -2.4525 -1.8267
C -0.4289 -2.8574 -3.1501
C 0.3441 -2.2704 -4.1382
C 1.2705 -1.2852 -3.8307
C 1.4247 -0.8754 -2.5156
C 0.6531 -1.4532 -1.5219
H 5.2414 -3.3490 2.7917
H 3.4362 -2.4228 4.1983
H 1.4783 -1.3490 3.1407
H 3.1476 -2.1192 -0.7263
H 5.1174 -3.1362 0.3322
H -0.9599 -2.3449 2.6832
H -2.5315 -4.2630 2.6537
H -3.1734 -5.2927 0.5184
H -2.2197 -4.4953 -1.5974
H -1.1400 -3.6267 -3.4114
H 0.2277 -2.5854 -5.1632
H 1.8761 -0.8468 -4.6101
H 2.1485 -0.1111 -2.2521

=====

Entry 11:
45
Properties=species:S:1:pos:R:3 method="wB97M-V/def2-TZVPD" charge=0 homo_lumo_gap_ha=0.340
O 1.5971 0.5626 -1.8607
O -1.4913 -2.2842 0.4301
O -5.3712 -0.3028 2.8339
O -4.8416 -2.5874 1.9224
F 0.1456 -2.2652 6.1855
F -2.5101 0.8835 4.0341
Cl -3.3678 4.4662 1.5209
C 1.6611 -0.3826 -2.6327
C -1.2329 -3.0047 4.4334
C -1.1779 -0.7578 5.0311
C -1.4640 2.8515 1.0619
C -3.5919 1.6710 1.2388
C -0.8868 1.5733 0.7859
C -2.3462 -2.8428 3.5625
C -0.6880 -1.9945 5.1609
C -2.2045 -0.4347 4.1212
C -2.7944 2.8405 1.2580
C -3.0084 0.4035 0.9822
C -1.5645 0.3879 0.7081
C -2.8023 -1.4740 3.3324
N 2.5444 -0.3152 -3.6875
N -3.7776 -0.7947 0.8842
S -0.6061 -1.1003 0.1817
C 2.5713 -1.4795 -4.6292
C 3.5072 0.7801 -3.7979
C 0.5455 -1.4140 -2.4834
C -0.7963 -1.0180 -1.6285
S -4.3071 -1.2780 2.3996
H -1.0087 -4.0212 4.4947
H -0.9577 0.0742 5.6517
H -0.9057 3.7709 1.1197
H -4.6099 1.7321 1.3859
H 0.1740 1.5209 0.6539
H -2.8822 -3.7181 3.1619
H -3.2614 -1.5269 0.4144
H 3.1176 -2.2249 -4.1705
H 1.6981 -1.7360 -5.1285
H 3.0732 -1.1714 -5.5298
H 3.6488 1.2946 -2.8096
H 4.4225 0.3982 -4.2449
H 3.1245 1.5168 -4.3698
H 0.9939 -2.4111 -2.1039
H 0.1184 -1.6056 -3.4281
H -1.5173 -1.7590 -1.8221
H -1.2028 -0.0302 -1.9619

=====

no.,total energy (hartree)
1,-2273.31160
2,-3718.71089
3,-764.78626
4,-1198.79224
5,-310.69132
6,-1533.65274
7,-5037.72428
8,-1808.50714
9,-487.06325
10,-5488.93593
11,-2524.63246